Density functional theory data (ωB97M-V/def2-TZVPD) for a structure of composition C39H34N4O3PSn at a distorted geometry.

## Properties
ΔE to the lowest compared entry with this formula, charge and spin (kcal per mole): 51.3
Net charge: +3
Gap between HOMO and LUMO (alpha / beta) (eV): 3.5 / 3.9
E_LUMO (alpha / beta) (eV): -10.91 / -10.54

Last column: Mulliken charge in e.
Atoms and positions in Å:
Sn 0.91566 0.48068 -1.81866  1.3885
C 2.15082 1.23573 -8.76707  -0.8035
O 2.28599 -0.13800 -8.47440  -0.3857
C 1.97987 -0.60632 -7.28247  0.6836
C 2.13869 -2.01399 -7.11975  -0.9304
C 1.88576 -2.61030 -5.90985  -0.6886
C 1.48898 -1.87759 -4.77997  0.4199
C 1.41108 -2.49034 -3.46317  0.8802
C 1.41342 -3.97712 -3.30852  -1.1228
O 1.35477 -1.80635 -2.42044  -0.5991
C 1.23547 -0.45613 -4.96226  0.2763
O 0.74153 0.30715 -4.03962  -0.7132
C 1.51553 0.13217 -6.20364  -0.1754
H 2.40852 1.35055 -9.81702  0.2494
H 2.83872 1.83162 -8.16035  0.3670
H 1.12156 1.56859 -8.60949  0.3461
H 2.48274 -2.58648 -7.96857  0.5109
H 2.04267 -3.67466 -5.85169  0.2877
H 1.68057 -4.51778 -4.20588  0.3787
H 0.42046 -4.30703 -3.00134  0.3103
H 2.08896 -4.26099 -2.50297  0.3512
H 1.33799 1.19311 -6.28159  0.5125
N 0.33703 3.15627 -2.51225  -0.1447
C -0.11067 4.28156 -1.73627  0.1307
C -0.18622 5.55660 -2.28781  -0.3649
C -0.61043 6.62212 -1.51235  -0.7031
C -0.94832 6.43765 -0.18094  -0.7752
C -0.89166 5.17434 0.37743  -0.4122
C -0.46812 4.10306 -0.40313  0.3703
P -0.40998 2.44001 0.33594  0.4027
C -2.06875 2.08300 0.95359  0.8063
C -2.49299 2.33799 2.25926  -0.0833
C -3.78414 2.00417 2.62697  -0.8088
C -4.64546 1.40328 1.71748  -0.6049
C -4.23513 1.17804 0.40902  -0.7590
C -2.95030 1.51263 0.03005  -0.6100
C 0.74720 2.47635 1.70670  0.7011
C 1.89901 3.26550 1.63362  -0.8808
C 2.85100 3.18214 2.63068  -0.7080
C 2.67224 2.30187 3.69150  -0.7124
C 1.52759 1.51532 3.76649  -0.8177
C 0.57698 1.58210 2.76794  -0.6102
H -0.41289 2.84719 -3.13825  0.3378
H 1.08692 3.47079 -3.13269  0.2815
H 0.07775 5.71381 -3.32478  0.4304
H -0.68361 7.60451 -1.95017  0.4282
H -1.25040 7.27076 0.43376  0.4614
H -1.15647 5.01168 1.41062  0.4031
H -1.82932 2.81608 2.96642  0.4554
H -4.12344 2.22121 3.62929  0.4681
H -5.63904 1.11883 2.02843  0.4514
H -4.91586 0.73910 -0.30426  0.4584
H -2.60597 1.33265 -0.98438  0.3474
H 2.03424 3.94335 0.80341  0.4148
H 3.74399 3.78374 2.57114  0.4585
H 3.43399 2.22087 4.45270  0.4257
H 1.38671 0.84420 4.60071  0.5257
H -0.29991 0.95021 2.79628  0.6245
N 0.36329 -3.50938 4.70868  0.0754
C -0.20831 -4.38870 5.59278  0.6461
C 0.11037 -4.77188 6.88250  -0.7409
C -0.73650 -5.69997 7.49297  -0.3854
C -1.89131 -6.17382 6.86468  -0.5119
C -2.24126 -5.76674 5.59420  -0.6651
C -1.40365 -4.83679 4.95318  0.7236
N -1.52505 -4.21478 3.76942  -0.5198
C -0.45356 -3.45197 3.62013  -0.0888
C -0.23140 -2.63006 2.45589  1.0988
C 0.97218 -1.95557 2.22011  -0.6149
C 1.06190 -1.14799 1.10707  -0.8208
N 0.06419 -0.96763 0.24404  0.2851
C -1.07063 -1.63811 0.44307  -1.0627
C -1.26578 -2.47194 1.52429  -0.4303
H 1.23894 -3.02780 4.84024  0.2106
H 0.94894 -4.34714 7.41779  0.4260
H -0.48787 -6.06030 8.47982  0.4437
H -2.51164 -6.88322 7.38578  0.4348
H -3.09986 -6.16557 5.07916  0.4791
H 1.82312 -2.05839 2.87545  0.4624
H 1.98067 -0.60438 0.89179  0.4422
H -1.84221 -1.50158 -0.30418  0.5674
H -2.18993 -3.00583 1.67770  0.6141

Cartesian forces (eV/Å) of the 6 atoms listed first:
0.5 0.9 0.8
-0.1 1.0 -0.2
0.0 -1.1 0.4
-0.3 0.9 0.4
0.2 0.2 -0.6
-0.3 -0.1 1.3